19
Properties=species:S:1:pos:R:3:forces:R:3:mulliken_charge:R:1 method="wB97M-V/def2-TZVPD" homo_energy_ha=-0.3742 e_above_lowest_kcal_mol=16.2 homo_lumo_gap_ev=10.29
C -0.663442 2.736014 -0.010738 -0.213 -0.017 0.044 0.68
C -0.400100 0.971973 1.538202 -0.028 0.180 0.196 -0.60
C 0.377282 0.412180 0.365614 -0.854 2.742 -2.027 0.79
C 0.660833 -0.891454 -1.745375 -0.108 0.195 0.100 -1.50
C -0.011774 -2.002743 0.421032 -0.088 0.203 -0.064 -1.42
C -0.129596 -0.739414 -0.447707 0.364 -0.085 -0.032 0.55
O -1.096168 3.795492 -0.336701 -0.299 0.717 0.012 -0.56
O -0.959626 2.227704 1.232099 -0.052 -0.068 0.253 -0.35
O 0.066380 1.962590 -0.746299 1.083 -3.393 1.528 -0.52
F 1.684732 0.439322 0.524032 -0.080 -0.111 0.027 -0.25
H -1.222258 0.300167 1.804318 0.169 -0.042 -0.033 0.32
H 0.271996 1.092555 2.397139 -0.064 -0.157 -0.161 0.31
H 1.705513 -1.113718 -1.539277 0.062 -0.051 -0.005 0.33
H 0.606646 0.030140 -2.317221 0.030 0.037 -0.107 0.40
H 0.239224 -1.701623 -2.335216 -0.001 -0.061 -0.027 0.42
H -0.305320 -2.865542 -0.166360 -0.060 -0.126 -0.068 0.41
H -0.654269 -1.949299 1.292725 -0.117 -0.055 0.194 0.36
H 1.011265 -2.149979 0.752524 0.172 -0.044 0.018 0.38
H -1.181319 -0.554366 -0.682792 0.083 0.135 0.150 0.26



19
Properties=species:S:1:pos:R:3:forces:R:3:lowdin_spin:R:1 method="wB97M-V/def2-TZVPD" homo_energy_ha="-0.2014 / -0.2441" e_above_lowest_kcal_mol=0.0 spin_multiplicity=3 s_squared=2.01 homo_lumo_gap_ev="4.39 / 5.42"
C -1.770779 1.418423 2.636211 1.103 5.543 -0.020 0.02
H -2.841018 1.585419 2.861603 0.302 -0.569 -1.112 0.00
H -1.369401 1.115277 1.652455 -1.071 -0.293 0.339 0.01
C -1.316565 3.188250 2.445635 0.404 -1.973 0.838 0.00
C -2.193462 3.907879 1.493069 -0.396 -0.442 0.037 0.00
C -2.156141 3.674753 0.134451 -1.376 -1.664 0.785 0.01
O -3.239131 3.556866 -0.589953 0.742 1.447 -0.415 0.01
Na -3.963977 5.554670 -0.053859 0.286 -0.540 0.041 0.01
H -0.281975 3.160596 2.072286 -0.100 0.053 0.494 0.00
H -1.414371 3.622908 3.452368 0.506 -0.173 -0.249 0.00
H -3.166857 4.104754 1.973904 -0.106 -0.030 -0.576 0.00
H -1.197349 3.320180 -0.295926 -0.191 0.331 -0.009 0.00
H -1.301527 -1.570169 3.663763 -0.689 0.024 -0.146 0.04
O -2.868670 -1.095241 2.501924 1.206 -1.035 2.766 0.47
C -1.884652 -0.698453 3.300590 2.706 -3.139 2.403 0.59
C -1.217640 0.561764 3.760341 -1.325 1.051 -2.253 0.10
H -1.588294 0.902707 4.737680 0.343 0.012 -0.045 0.03
H -0.112902 0.521551 3.696492 -0.555 -0.312 0.355 0.01
Hg -3.679134 -0.378589 0.942247 -1.791 1.709 -3.232 0.69



17
Properties=species:S:1:pos:R:3:forces:R:3:mulliken_charge:R:1 method="wB97M-V/def2-TZVPD" homo_energy_ha=-0.3231 e_above_lowest_kcal_mol=55.4 homo_lumo_gap_ev=9.16
C 0.117665 1.126167 -0.301652 3.985 -2.684 0.610 0.50
C 0.441827 2.415848 -0.413037 0.115 -1.995 -1.054 -0.91
C -0.735996 0.365458 0.656620 -2.545 -1.361 0.905 -0.58
C -0.971617 -1.186188 0.376970 1.233 2.446 -0.093 -0.61
C 0.227248 -1.949702 0.017774 0.463 -2.327 -1.935 -0.50
C 1.495352 -0.170727 -0.973828 -2.691 2.355 1.892 -0.63
O 1.092691 -1.464526 -1.057452 -0.843 0.992 -0.534 -0.35
I 3.442991 0.180932 0.087580 -0.922 -0.259 -0.245 -0.05
H 1.242414 2.775812 -1.068533 -0.241 -0.262 0.323 0.24
H -0.142519 3.123239 0.090507 -0.797 1.147 0.619 0.33
H -0.576888 0.377455 1.754806 0.829 0.904 -0.677 0.27
H -1.798200 0.661985 0.553960 0.456 0.708 0.192 0.32
H -1.470157 -1.720219 1.166013 -0.092 0.191 0.762 0.41
H -1.667537 -1.144166 -0.403846 -0.882 -0.630 -1.598 0.33
H 0.969848 -2.144420 0.733694 0.378 -0.126 1.991 0.43
H -0.162204 -2.970661 -0.313650 0.915 1.196 0.038 0.25
H 1.595168 0.347268 -1.889549 0.641 -0.295 -1.199 0.55



19
Properties=species:S:1:pos:R:3:forces:R:3:mulliken_charge:R:1 method="wB97M-V/def2-TZVPD" homo_energy_ha="-0.2923 / -0.2634" e_above_lowest_kcal_mol=78.7 homo_lumo_gap_ev="8.57 / 7.47"
C 0.959526 -2.416242 -0.165235 1.528 0.328 0.044 -0.61
C 1.671632 -1.313989 -0.424301 0.996 -5.331 2.876 -0.55
C -1.511119 0.755092 1.337604 -1.066 -0.105 -1.862 0.64
C -2.893776 0.318966 0.842530 1.045 -0.158 -1.095 -0.81
C 1.268316 1.098807 -1.799173 0.987 1.037 0.457 -0.74
C 0.563696 1.380974 0.457042 -1.196 0.172 -2.308 -0.22
O -1.102205 0.859095 2.438256 0.389 0.067 0.856 -0.50
O -0.748421 1.054592 0.187750 0.861 0.007 0.532 -0.29
O 1.400890 1.597526 -0.534195 -1.110 -1.101 0.355 -0.23
I 3.720936 -1.079777 -0.187166 -0.127 -0.063 0.314 0.09
H 1.441849 -3.223338 0.350729 -0.004 -0.458 0.230 0.26
H -0.022242 -2.621695 -0.563585 -0.268 0.486 0.130 0.27
H -3.163928 -0.630308 1.308179 0.182 0.006 -0.003 0.30
H -2.692983 0.142618 -0.291966 -1.290 0.585 1.988 0.24
H -3.672638 1.043854 1.179852 0.658 -0.349 -0.828 0.27
H 0.407537 1.225731 -2.402817 -0.891 0.121 0.000 0.34
H 1.276170 -0.623658 -0.973112 -2.095 4.161 -3.086 0.56
H 2.252177 1.022814 -2.197848 0.334 0.195 -0.709 0.39
H 0.844584 1.408937 1.437456 1.068 0.399 2.107 0.61



18
Properties=species:S:1:pos:R:3:forces:R:3:mulliken_charge:R:1 method="wB97M-V/def2-TZVPD" homo_energy_ha=-0.2962 e_above_lowest_kcal_mol=0.0 homo_lumo_gap_ev=7.80
Mg 1.330694 0.500630 0.389510 -1.213 -0.020 -0.788 0.63
C 0.458684 -0.140699 -1.510853 1.235 0.114 1.098 -1.23
H 1.295876 -0.684694 -1.967855 -0.505 0.041 -0.436 0.34
H -0.386675 -0.802816 -1.305516 0.106 0.172 -0.201 0.26
H 0.196180 0.770057 -2.057480 -0.032 -0.364 -0.059 0.27
H -2.166640 -0.061797 -3.188696 -0.976 0.561 0.412 -0.11
H -2.806911 0.298334 -2.931526 0.954 -0.554 -0.417 0.11
S 0.852113 2.517220 1.628467 0.349 0.350 -0.532 -0.57
C 0.432938 1.255893 2.705973 0.018 -1.291 0.686 0.77
C 0.026636 1.529522 4.027535 -0.022 -0.203 -0.108 -0.64
C -0.156782 0.495260 4.934459 0.064 0.385 -0.589 -0.20
C -0.016319 -0.817616 4.476798 0.272 -0.541 -0.675 -0.51
C 0.350615 -1.053097 3.141981 -0.183 0.535 0.743 -0.14
N 0.589897 -0.051753 2.275114 0.009 0.668 0.875 -0.41
H -0.090379 2.582126 4.266257 0.022 -0.244 0.267 0.34
H -0.385468 0.726897 5.975892 -0.043 -0.200 -0.304 0.37
H -0.159673 -1.672152 5.131118 0.006 0.184 -0.067 0.36
H 0.481016 -2.074013 2.769123 -0.061 0.408 0.097 0.35



18
Properties=species:S:1:pos:R:3:forces:R:3:mulliken_charge:R:1 method="wB97M-V/def2-TZVPD" homo_energy_ha=-0.1498 e_above_lowest_kcal_mol=143.4 homo_lumo_gap_ev=2.98
Mg -2.058614 0.973292 1.491106 -0.953 -0.599 -0.463 -0.26
C -2.093435 -3.248478 -1.188723 0.149 1.272 0.677 -1.43
H -2.554349 -2.412616 -1.701024 -0.033 -0.019 -0.242 0.41
H -1.358260 -3.936188 -1.895904 -0.259 0.045 0.240 0.33
H -1.159887 -2.873339 -0.713121 0.113 -0.078 -0.106 0.35
H -2.691195 -3.687582 -0.401984 -0.057 -0.472 -0.061 0.43
H -2.236648 -4.159906 -2.077912 0.005 -0.361 -0.272 0.34
S -0.229810 0.242722 2.880319 0.156 -0.713 1.163 -0.39
C 0.585896 1.013881 1.608113 -0.392 1.452 -1.362 0.07
C 1.970747 1.252928 1.531204 -0.135 -0.157 -0.172 -0.47
C 2.495355 2.000363 0.489634 -0.470 -0.224 0.106 -0.19
C 1.629082 2.456030 -0.510439 -0.448 0.293 -0.211 -0.44
C 0.254289 2.200202 -0.408035 0.917 -0.211 0.458 -0.45
N -0.262746 1.540394 0.637691 1.638 -0.041 -0.097 0.31
H 2.585492 0.835320 2.313341 0.128 0.069 0.047 0.36
H 3.565210 2.223843 0.464753 -0.382 -0.077 -0.087 0.36
H 2.002223 3.058870 -1.335015 -0.093 -0.203 0.099 0.35
H -0.443351 2.520263 -1.184002 0.116 0.024 0.282 0.32



16
Properties=species:S:1:pos:R:3:forces:R:3:mulliken_charge:R:1 method="wB97M-V/def2-TZVPD" homo_energy_ha="-0.2667 / -0.2667" e_above_lowest_kcal_mol=80.3 homo_lumo_gap_ev="7.62 / 7.62"
C 1.889845 -0.852962 -1.474582 0.104 -0.013 0.005 -1.29
C 0.698589 -0.611841 -0.597266 0.063 -0.081 0.081 0.56
C 0.408533 -0.947542 0.684203 -0.132 0.227 -0.520 -1.20
C -0.717600 0.882842 1.944387 -0.045 0.145 0.127 -1.24
C -0.928767 -0.266211 0.931131 -0.076 0.023 0.064 0.59
C -1.350574 0.358164 -0.362064 0.269 -0.075 -0.016 -0.49
N -0.378222 0.178226 -1.193540 -0.228 0.047 0.095 0.04
H 2.541295 -1.564745 -0.961241 -0.096 0.140 -0.107 0.30
H 2.467519 0.066876 -1.653890 -0.101 -0.185 0.040 0.29
H 1.628516 -1.275519 -2.456834 -0.001 0.052 0.220 0.33
H -1.618280 1.488008 2.096151 0.056 -0.145 -0.010 0.33
H 0.081102 1.538497 1.582331 -0.073 -0.091 0.096 0.34
H -0.404376 0.459126 2.900763 -0.016 0.051 -0.169 0.32
H -1.703558 -0.944117 1.314009 0.108 0.083 -0.063 0.43
H -2.243701 0.919549 -0.621542 0.169 -0.059 0.011 0.45
H -0.370320 0.571648 -2.132017 -0.001 -0.119 0.146 0.26



16
Properties=species:S:1:pos:R:3:forces:R:3:mulliken_charge:R:1 method="wB97M-V/def2-TZVPD" smiles=CC#CCN1CC1 homo_energy_ha=-0.3377 e_above_lowest_kcal_mol=96.5 homo_lumo_gap_ev=10.21
C -1.664433 0.042507 2.137789 -0.108 0.039 0.299 -1.02
C -1.453618 0.922335 1.001707 0.047 0.109 -0.290 0.09
C -1.167983 1.228456 -0.128881 -0.036 -0.771 0.702 -0.30
C -0.521982 0.507846 -1.239351 -0.031 0.062 -0.357 -0.11
N 0.920181 0.520140 -1.054627 -0.028 0.110 -0.198 -0.32
C 1.604536 -0.609684 -1.641810 0.164 -0.160 -0.272 -0.39
C 1.461384 -0.492144 -0.166905 0.023 -0.071 0.180 -0.32
H -2.166119 -0.857286 1.750225 0.008 0.212 0.284 0.25
H -2.262991 0.489438 2.928385 0.003 -0.134 0.127 0.33
H -0.685398 -0.262602 2.530083 -0.283 0.142 0.109 0.27
H -0.926052 -0.522462 -1.140529 0.146 0.192 -0.346 0.25
H -0.771502 0.879847 -2.229124 0.145 0.090 -0.124 0.37
H 2.540692 -0.377688 -2.140799 -0.064 -0.112 0.106 0.24
H 0.991307 -1.366852 -2.135060 0.125 0.125 0.092 0.22
H 0.771809 -1.188259 0.318786 0.054 0.210 -0.153 0.22
H 2.300294 -0.180334 0.452682 -0.165 -0.042 -0.159 0.21



16
Properties=species:S:1:pos:R:3:forces:R:3:mulliken_charge:R:1 method="wB97M-V/def2-TZVPD" smiles=Cc1c[nH]c(C)c1 homo_energy_ha=-0.2849 e_above_lowest_kcal_mol=15.8 homo_lumo_gap_ev=8.79
C 1.405614 -0.033962 -2.202486 -0.681 -0.343 -0.928 -1.20
C 0.453028 -0.090839 -1.044414 -0.167 -0.702 0.103 0.69
C -0.807602 -0.711460 -0.996315 1.617 1.377 -1.113 -0.64
N -1.304515 -0.485444 0.238960 -1.099 0.006 0.308 -0.01
C -0.459171 0.240808 1.026882 1.876 -1.462 -0.599 0.29
C -0.639298 0.261886 2.501352 -0.546 2.071 0.943 -1.17
C 0.690136 0.407818 0.231823 -0.695 1.357 1.056 -0.69
H 2.478816 -0.010219 -2.032155 -0.039 -0.251 0.757 0.34
H 1.255927 0.823716 -2.864788 -0.367 0.037 0.091 0.25
H 1.180829 -0.930500 -2.786741 0.336 0.124 -0.301 0.30
H -1.382368 -0.952949 -1.875024 -0.326 -0.486 0.293 0.34
H -2.260037 -0.668197 0.481272 -0.069 -0.214 0.174 0.22
H -0.324085 1.231481 2.924922 -0.003 0.010 -0.453 0.32
H -0.105399 -0.400560 3.183498 -0.050 -0.779 -0.719 0.28
H -1.707971 0.271366 2.736666 0.031 -0.425 0.099 0.32
H 1.526099 1.047059 0.476552 0.180 -0.321 0.291 0.35



16
Properties=species:S:1:pos:R:3:forces:R:3:mulliken_charge:R:1 method="wB97M-V/def2-TZVPD" smiles=Cc1ccc(C)[nH]1 homo_energy_ha=-0.2841 e_above_lowest_kcal_mol=28.7 homo_lumo_gap_ev=8.70
C 0.716350 -2.360636 0.599098 0.055 -0.125 0.103 -1.16
C 0.003783 -1.078067 0.361806 0.072 -0.055 0.085 0.35
C -1.318015 -0.746510 0.422854 0.153 -0.217 -0.227 -0.44
C -1.436573 0.615759 -0.034470 0.512 -0.244 -0.610 -0.53
C -0.160576 1.065528 -0.254860 0.234 0.037 -0.114 0.47
C 0.224322 2.463705 -0.583823 0.168 0.052 -0.097 -1.15
N 0.707142 0.039895 -0.057257 0.242 0.039 0.332 -0.10
H 1.549275 -2.230035 1.296065 -0.040 -0.123 -0.027 0.31
H 0.026261 -3.100311 1.010093 0.109 0.074 -0.029 0.30
H 1.114830 -2.762023 -0.342528 -0.035 0.040 0.181 0.29
H -2.091349 -1.395301 0.827024 0.111 0.120 -0.450 0.38
H -1.925262 0.937120 -0.942419 -1.978 0.569 0.713 0.15
H 0.920326 2.546284 -1.421456 0.021 0.049 0.015 0.33
H -0.673495 3.058349 -0.790206 0.202 -0.233 -0.040 0.31
H 0.689626 2.904294 0.306497 0.030 0.049 -0.209 0.26
H 1.653355 0.041948 -0.396418 0.143 -0.032 0.374 0.24



16
Properties=species:S:1:pos:R:3:forces:R:3:mulliken_charge:R:1 method="wB97M-V/def2-TZVPD" smiles=CC#CCN1CC1 homo_energy_ha=-0.3323 e_above_lowest_kcal_mol=74.2 homo_lumo_gap_ev=10.10
C -2.220491 1.158466 2.125416 -0.062 -0.002 0.049 -1.29
C -1.072588 1.063174 1.223686 0.395 -0.044 -0.352 0.92
C -0.146289 0.979979 0.457254 -0.400 0.027 0.330 -0.24
C 0.927060 0.877019 -0.537783 -0.048 0.161 -0.052 -0.73
N 1.511866 -0.464336 -0.607766 0.037 0.080 0.108 -0.31
C 1.563267 -1.070864 -1.927211 0.118 -0.031 -0.261 -0.45
C 0.605632 -1.556275 -0.905891 -0.197 -0.162 0.055 -0.27
H -2.784691 2.077329 1.935714 0.095 -0.126 0.030 0.29
H -1.908499 1.159676 3.174108 -0.017 0.004 -0.150 0.29
H -2.896801 0.311621 1.972390 0.087 0.112 0.034 0.29
H 0.519927 1.195395 -1.513004 0.019 -0.091 0.133 0.22
H 1.730293 1.579396 -0.287394 -0.110 -0.097 -0.054 0.33
H 2.465478 -1.628621 -2.165780 -0.142 0.067 0.072 0.24
H 1.142857 -0.505568 -2.760927 0.092 -0.061 0.160 0.23
H -0.449404 -1.324235 -1.050373 0.174 0.011 0.002 0.24
H 0.800476 -2.476911 -0.360512 -0.042 0.152 -0.105 0.23



16
Properties=species:S:1:pos:R:3:forces:R:3:mulliken_charge:R:1 method="wB97M-V/def2-TZVPD" homo_energy_ha=-0.3138 e_above_lowest_kcal_mol=107.9 homo_lumo_gap_ev=8.49
C -0.772418 -1.653429 -1.098807 -0.055 -0.070 -0.088 -1.42
C -0.040153 -0.845752 -0.014305 0.073 0.043 0.010 0.58
C 1.327164 -0.444833 -0.488403 -0.263 0.272 0.143 -0.71
C 1.311373 1.037490 -0.401669 0.111 -0.129 0.011 -0.32
N 0.069906 1.588891 0.171568 0.087 0.056 -0.140 -0.42
C -0.137318 1.160368 1.549641 0.016 -0.003 0.270 -0.48
C -0.773459 0.419791 0.439513 -0.170 -0.178 -0.030 -0.19
H -0.246712 -2.590071 -1.298889 -0.059 0.152 0.010 0.40
H -0.843224 -1.094108 -2.037427 0.016 -0.038 0.144 0.34
H -1.790817 -1.882100 -0.767539 0.155 0.030 -0.030 0.35
H 2.208764 1.431252 0.094781 -0.079 -0.061 -0.092 0.36
H 1.406840 1.364343 -1.453018 0.018 -0.078 0.073 0.32
H -0.711790 1.844981 2.168839 0.079 -0.105 -0.119 0.27
H 0.689725 0.667477 2.066710 -0.106 0.073 -0.119 0.22
H 0.140312 -1.529302 0.831232 0.001 0.064 -0.084 0.33
H -1.838194 0.525002 0.237772 0.176 -0.027 0.040 0.38